Computed, not measured: C46H42N4OP2PtS3 as an isolated structure, with ωB97M-V with the def2-TZVPD basis set.

total charge: +2
energy above the lowest of the compared OMol25 structures with the same formula, charge and spin: 68.2 kcal per mole
frontier orbital gap: 5.804 eV

Last column: Mulliken charge in e.
Positions of all 99 atoms, in Å:
C  -1.443214  5.233692  -3.273910  -0.84
C  -3.909603  -0.702895  -3.721684  -0.80
H  -0.785973  1.537053  -4.136403  0.37
H  1.869143  -1.722478  -0.291357  -0.49
H  -3.674325  -1.147684  -5.802953  0.44
H  1.070206  1.334526  6.542361  0.49
H  -5.424095  2.543517  2.633349  0.48
H  4.377216  2.252584  -2.895978  0.41
C  3.521381  2.204755  -2.225055  -1.03
O  -0.475949  3.797896  1.183776  -0.75
H  -6.123479  2.582676  0.268651  0.48
C  1.703609  -4.397215  3.127980  -0.69
H  2.996551  -3.096863  -1.268722  0.44
P  -1.528404  1.652675  -1.396272  -0.21
H  -1.666620  0.273586  -6.066167  0.49
C  -3.415820  -0.002520  -2.630693  -0.62
H  2.810439  -2.903943  -3.010104  0.46
H  1.650413  5.392674  -1.895118  0.52
C  -3.344443  2.296754  2.183490  -0.81
C  -2.578196  -3.868820  -1.645023  -0.31
C  -4.157596  2.199100  -0.495543  -0.72
C  0.703436  0.922360  3.202646  0.11
C  0.291470  3.746812  -1.687021  0.45
C  -0.636400  2.786652  4.012076  -0.58
H  2.577830  2.598122  2.255473  0.36
C  -2.430965  2.133044  1.162910  -0.54
C  1.157740  0.710764  4.502188  -0.77
C  2.439976  -2.111126  3.294587  -0.67
H  3.127310  -1.389733  3.717232  0.43
C  -0.959349  3.241233  -2.022700  1.28
H  -2.120768  5.818406  -3.881661  0.48
C  -0.208211  1.943518  2.991293  0.82
C  2.471915  1.230210  -2.747411  0.67
C  3.826587  -0.453871  -3.987112  -0.86
H  3.103443  3.209381  -2.157770  0.35
H  6.717010  1.890066  1.455437  0.44
C  3.091751  0.582241  1.680561  1.06
S  -0.664356  -1.537039  -1.606673  -0.46
C  -5.084547  2.419981  0.522423  -0.91
C  0.833577  -4.044610  2.108072  -0.97
H  -3.034017  2.319675  3.218222  0.67
C  3.244883  -2.458650  -2.113549  -2.04
C  5.698184  1.528826  1.504409  -0.74
Pt  0.117547  0.327649  -0.271889  3.58
N  -4.525620  -3.318523  1.257422  -0.46
H  4.324856  -2.448312  -2.237165  0.36
H  3.872730  1.895709  -1.236750  0.11
H  5.630640  -0.967091  -2.866551  0.22
C  4.675953  2.389725  1.877580  -0.79
C  -2.823195  2.023822  -0.173296  1.21
C  -4.689530  2.422423  1.848639  -1.10
C  0.679681  4.991824  -2.157175  -1.44
C  3.373244  1.922548  1.958648  -0.85
H  0.121850  6.697580  -3.328242  0.44
H  -3.894766  -0.106018  -1.665447  0.50
C  -1.884096  -1.894196  -0.462196  1.12
C  -2.157736  0.201548  -5.104894  -0.79
C  5.417818  0.201986  1.195989  -0.84
C  0.744796  -2.721175  1.699753  -0.16
C  -0.183131  5.728787  -2.954802  -0.83
H  1.885702  -0.057958  4.709978  0.40
H  1.767181  -5.425154  3.458933  0.44
H  -4.482541  2.176486  -1.526515  0.54
H  3.585864  -1.448750  -4.353840  0.51
H  4.893433  3.424037  2.109045  0.50
N  2.964306  -0.146404  -2.825910  0.60
H  -2.819745  3.607346  -3.059185  0.39
H  5.863428  -0.712924  -4.596885  0.40
C  2.684453  -1.074498  -1.909295  0.47
H  0.076671  -2.462327  0.894710  0.28
S  -0.669810  2.354923  1.339024  1.46
C  -2.306581  0.829706  -2.786886  0.98
C  0.701641  1.507718  5.539973  -0.89
H  0.218605  -4.795441  1.629140  0.53
H  3.201871  -3.698571  4.500803  0.47
N  -2.444425  -4.609813  -2.514796  -0.48
H  6.216330  -0.464916  0.898425  0.49
C  2.510055  -3.427968  3.713832  -0.99
H  0.951779  3.178804  -1.041532  0.89
H  5.642312  0.665428  -3.527708  0.29
C  -3.710193  -3.175656  0.459298  -0.32
C  -1.837233  3.990102  -2.810640  -0.58
S  -1.916916  -0.734369  0.793320  -0.28
C  5.325635  -0.358235  -3.717203  -0.91
C  -3.284293  -0.599046  -4.955787  -0.78
H  1.605537  1.252905  -2.097811  -1.45
N  1.947725  -0.877350  -0.839048  0.07
H  3.912299  -1.310722  1.052920  0.38
C  -2.708742  -2.959367  -0.543708  0.69
H  3.555032  0.248578  -4.772927  0.39
H  -1.277248  3.629435  3.787304  0.78
C  1.525261  -1.735144  2.301824  1.32
H  2.137904  1.521787  -3.744307  0.44
P  1.390557  0.003671  1.798829  0.86
H  -4.780888  -1.334130  -3.604795  0.52
C  -1.662653  0.909698  -4.022808  -0.96
H  -0.504814  3.197372  6.104463  0.45
C  4.119201  -0.273247  1.276345  -0.99
C  -0.186310  2.550487  5.298067  -1.07

Cartesian forces, eV/Å:
-0.024 -0.018 0.022
-0.001 -0.020 0.054
-0.020 0.009 -0.048
-0.102 -0.076 -0.117
0.016 0.009 0.006
-0.018 -0.003 -0.007
0.009 0.002 -0.010
0.005 0.045 0.036
0.017 -0.113 -0.015
0.376 -0.242 -0.055
-0.003 -0.074 0.009
-0.013 0.061 0.004
0.002 0.000 0.004
-0.051 -0.125 -0.993
-0.011 0.007 0.005
-0.009 0.070 -0.054
-0.026 -0.020 0.028
-0.014 -0.008 0.000
0.126 0.005 0.003
-0.132 -0.003 0.236
0.025 0.153 0.049
-0.179 0.033 -0.006
-0.052 -0.010 -0.052
-0.019 0.061 -0.075
0.053 0.018 0.027
-0.081 -0.057 -0.174
-0.008 -0.024 0.038
0.000 0.049 -0.065
-0.025 0.010 0.025
0.134 -0.069 0.019
0.024 -0.005 -0.008
0.003 -0.133 -0.009
0.245 0.061 0.090
0.135 -0.069 0.133
-0.010 -0.030 0.015
-0.011 -0.002 -0.007
-0.063 0.367 -0.134
0.651 0.694 0.286
0.013 0.004 -0.021
0.020 -0.005 0.001
-0.036 0.018 -0.007
-0.015 -0.006 0.012
-0.027 -0.008 -0.030
-1.826 -0.847 1.911
0.067 0.074 0.052
-0.004 -0.002 -0.003
-0.014 0.033 -0.006
0.011 0.005 -0.025
0.011 0.058 -0.033
0.210 0.094 0.180
-0.061 0.025 0.003
0.038 -0.005 -0.010
-0.064 -0.089 -0.001
-0.006 -0.005 0.026
-0.013 -0.034 -0.010
-0.209 -0.380 -0.123
0.030 -0.027 0.018
-0.029 0.015 -0.026
0.052 0.028 0.026
-0.029 -0.005 -0.012
-0.040 -0.032 0.019
-0.007 0.005 -0.005
-0.025 -0.051 0.009
-0.074 0.017 -0.040
-0.009 -0.016 0.009
-0.100 -0.019 -0.084
0.024 -0.008 -0.043
0.013 -0.004 0.031
0.199 -0.032 -0.044
-0.075 -0.028 0.025
0.076 0.438 -0.454
-0.117 -0.082 0.062
0.011 0.031 -0.003
0.009 0.011 0.002
0.017 -0.016 -0.045
0.073 0.140 -0.059
-0.003 -0.006 0.027
0.013 -0.015 0.046
0.031 0.025 -0.017
-0.006 -0.023 0.015
0.085 -0.027 -0.219
0.075 0.069 0.029
0.619 0.549 0.246
-0.031 0.068 -0.020
0.011 -0.004 -0.005
-0.149 -0.032 0.007
0.313 1.143 -0.528
0.021 -0.009 0.029
-0.322 -0.415 -0.093
-0.070 -0.010 -0.007
0.032 0.005 0.034
0.081 -0.071 -0.043
0.000 -0.027 -0.014
0.220 -1.154 -0.091
0.021 -0.001 0.000
-0.050 0.077 -0.002
-0.011 -0.036 0.005
0.051 0.044 0.049
0.029 0.004 -0.010